# 1
9 unconnected molecules or ions with the total composition C27H70Cl2FNO11S at a distorted geometry. Source: the OMol25 dataset; level of theory: ωB97M-V/def2-TZVPD.

Element x y z (Å)
C 1.1800 0.7050 2.1483
C 2.4429 0.7201 1.2950
Cl 3.5964 1.9460 1.9139
C 3.1467 -0.6381 1.3681
Cl 4.4972 -0.7149 0.1935
N 2.1500 -1.6740 1.1353
O 1.9799 -1.8997 -0.2350
S 2.4028 -3.1154 1.9586
O 3.0656 -2.8308 3.1779
O 1.2009 -3.8555 1.8878
F 3.4225 -3.8292 1.0215
H 1.2623 -0.0578 2.9205
H 1.0088 1.6642 2.6262
H 0.3305 0.4397 1.5232
H 2.2273 0.9610 0.2571
H 3.5984 -0.7658 2.3439
H 1.0837 -2.2695 -0.3164
C -1.3793 0.1136 6.8335
C -1.6448 -0.6336 5.5364
C -1.7509 -2.1342 5.7542
O -0.6359 -0.3378 4.5702
H -0.4292 -0.2108 7.2668
H -1.3143 1.1865 6.6518
H -2.1679 -0.0697 7.5645
H -2.5730 -0.2668 5.0936
H -0.8111 -2.5235 6.1552
H -1.9473 -2.6447 4.8114
H -2.5490 -2.3770 6.4570
H 0.2050 -0.6458 4.9276
C -1.6351 -4.7510 -2.2473
C -1.8197 -3.2432 -2.2673
C -2.2494 -2.7288 -3.6276
O -0.6100 -2.5769 -1.8866
H -0.8666 -5.0464 -2.9669
H -1.3177 -5.0866 -1.2597
H -2.5615 -5.2634 -2.5084
H -2.5553 -2.9579 -1.5134
H -1.4865 -2.9527 -4.3768
H -2.3637 -1.6449 -3.5991
H -3.1933 -3.1720 -3.9494
H 0.0574 -2.8002 -2.5468
C -1.2606 1.4885 -5.3677
C -0.0268 0.6386 -5.1065
C 1.2196 1.2431 -5.7316
O -0.2341 -0.6918 -5.5866
H -1.4518 1.5554 -6.4431
H -2.1382 1.0388 -4.8991
H -1.1407 2.5002 -4.9783
H 0.1226 0.5342 -4.0303
H 1.1007 1.3129 -6.8169
H 2.0903 0.6211 -5.5265
H 1.4112 2.2441 -5.3437
H -0.3638 -0.6425 -6.5402
C 7.2202 1.4330 5.3723
C 6.0063 1.3727 6.2868
C 5.3424 0.0043 6.2453
O 5.0705 2.3932 5.9463
H 6.9196 1.2518 4.3363
H 7.6846 2.4179 5.4190
H 7.9630 0.6831 5.6482
H 6.3103 1.5983 7.3104
H 4.9932 -0.2146 5.2318
H 4.4786 -0.0209 6.9099
H 6.0350 -0.7839 6.5435
H 4.7789 2.2265 5.0428
C -2.3082 1.8209 -2.2794
C -1.7990 0.9689 -1.1279
C -2.9315 0.3767 -0.3065
O -0.9334 1.7369 -0.2858
H -2.8984 2.6584 -1.8971
H -1.4740 2.2305 -2.8502
H -2.9396 1.2383 -2.9526
H -1.1763 0.1627 -1.5224
H -3.5303 1.1694 0.1449
H -2.5311 -0.2390 0.5006
H -3.5882 -0.2423 -0.9207
H -1.4390 2.4757 0.0709
C 7.5160 0.0495 -2.7416
C 6.5919 1.1705 -3.1926
C 6.8708 2.4647 -2.4437
O 5.2276 0.7862 -3.0369
H 7.3658 -0.1561 -1.6776
H 7.3027 -0.8661 -3.2930
H 8.5638 0.3128 -2.8931
H 6.7193 1.3363 -4.2640
H 6.7023 2.3225 -1.3723
H 6.2021 3.2547 -2.7852
H 7.9013 2.7927 -2.5874
H 5.0828 0.6312 -2.0963
C -5.1861 1.9761 4.6083
C -5.4438 1.2190 3.3149
C -5.4489 -0.2862 3.5338
O -4.4802 1.5748 2.3239
H -4.2052 1.7083 5.0126
H -5.1915 3.0513 4.4301
H -5.9405 1.7435 5.3611
H -6.4038 1.5269 2.8976
H -4.4757 -0.6170 3.9069
H -5.6404 -0.8083 2.5964
H -6.2100 -0.5791 4.2583
H -3.6095 1.3217 2.6534
C -5.4754 1.4211 -6.2580
C -5.8067 -0.0168 -5.8890
C -5.5324 -0.2802 -4.4172
O -5.0747 -0.9310 -6.7034
H -4.4142 1.6190 -6.0811
H -5.6775 1.6081 -7.3126
H -6.0577 2.1251 -5.6619
H -6.8566 -0.2165 -6.1083
H -4.4700 -0.1267 -4.2040
H -5.7774 -1.3099 -4.1563
H -6.1100 0.3888 -3.7776
H -4.1367 -0.7893 -6.5323

Properties
HOMO   -10.06 eV
E   -91742.9811 eV
Charge   0
SMILES string   C[C@@H](Cl)[C@H](Cl)N(O)S(=O)(=O)F.CC(C)O.CC(C)O.CC(C)O.CC(C)O.CC(C)O.CC(C)O.CC(C)O.CC(C)O



# 2
A molecular structure, C43H66ClN4O4Y. Source: the OMol25 dataset; level of theory: ωB97M-V/def2-TZVPD.

Element x y z (Å)
Y -0.5218 1.4661 -0.7116
C 2.4003 3.4362 -1.4536
N 1.7144 2.2858 -2.0368
C 1.3903 2.5851 -3.4308
C 2.5692 1.0926 -2.0017
C 2.7603 0.5656 -0.5938
N 1.4918 0.3405 0.1337
C 1.6874 0.8061 1.5423
C 0.6898 0.3847 2.5876
C 1.1519 -0.2897 3.7056
C 0.3344 -0.5607 4.7957
C -0.9626 -0.0648 4.7425
C -1.4873 0.6251 3.6496
C -0.6601 0.7938 2.5164
O -1.1044 1.3131 1.3877
C -2.8705 1.2776 3.7258
C -3.5793 0.9590 5.0448
C -2.6854 2.7972 3.6356
C -3.8098 0.8569 2.5895
C 0.8768 -1.3608 5.9766
C -0.1599 -1.5346 7.0870
C 1.2965 -2.7561 5.4940
C 2.1001 -0.6529 6.5699
C 1.0769 -1.0842 0.1110
C 1.1175 -1.7483 -1.2420
C 1.8915 -2.8944 -1.3699
C 2.0082 -3.5647 -2.5777
C 1.3101 -3.0284 -3.6514
C 0.5017 -1.8964 -3.5897
C 0.4082 -1.2279 -2.3469
O -0.2635 -0.0964 -2.1714
C -0.1498 -1.4691 -4.9140
C -1.2512 -0.4122 -4.8135
C -0.7980 -2.6901 -5.5861
C 0.9453 -0.9166 -5.8357
C 2.8595 -4.8202 -2.7653
C 3.9563 -4.5450 -3.8024
C 1.9733 -5.9701 -3.2608
C 3.5304 -5.2585 -1.4653
H 3.3568 3.6102 -1.9707
H 2.5777 3.2933 -0.3924
H 1.7705 4.3170 -1.5515
H 2.3016 2.7845 -4.0141
H 0.7351 3.4521 -3.4850
H 0.8780 1.7294 -3.8676
H 3.5599 1.3222 -2.4309
H 2.1138 0.3338 -2.6339
H 3.3479 1.2751 -0.0090
H 3.3388 -0.3667 -0.6298
H 1.7226 1.8986 1.4901
H 2.6721 0.4510 1.8775
H 2.1925 -0.5970 3.7210
H -1.6038 -0.2232 5.5934
H -3.0357 1.3469 5.9068
H -3.7210 -0.1131 5.1890
H -4.5636 1.4293 5.0431
H -2.0519 3.1645 4.4452
H -3.6512 3.3032 3.7024
H -2.2236 3.0704 2.6894
H -3.8994 -0.2299 2.5146
H -3.4611 1.2654 1.6435
H -4.8073 1.2578 2.7814
H -1.0489 -2.0581 6.7345
H -0.4753 -0.5782 7.5054
H 0.2736 -2.1247 7.8959
H 0.4431 -3.2995 5.0865
H 1.7092 -3.3369 6.3208
H 2.0552 -2.6964 4.7139
H 1.8453 0.3517 6.9088
H 2.9063 -0.5633 5.8420
H 2.4845 -1.2153 7.4226
H 0.0812 -1.1226 0.5624
H 1.7346 -1.6494 0.7870
H 2.4139 -3.2520 -0.4929
H 1.4117 -3.5169 -4.6120
H -2.0772 -0.7597 -4.1939
H -1.6464 -0.2375 -5.8172
H -0.8896 0.5309 -4.4137
H -1.5567 -3.1298 -4.9372
H -0.0827 -3.4709 -5.8367
H -1.2819 -2.3814 -6.5143
H 1.4058 -0.0277 -5.4018
H 0.5211 -0.6400 -6.8024
H 1.7348 -1.6489 -6.0047
H 3.5352 -4.2740 -4.7701
H 4.5752 -5.4330 -3.9429
H 4.5999 -3.7266 -3.4772
H 1.4928 -5.7236 -4.2069
H 1.1868 -6.1931 -2.5392
H 2.5681 -6.8730 -3.4117
H 4.2044 -4.4924 -1.0807
H 4.1206 -6.1571 -1.6473
H 2.8021 -5.4905 -0.6881
N -2.4365 -0.3883 -0.2569
C -3.2517 -0.8946 -1.3547
C -3.9992 0.2680 -1.9798
N -3.0487 1.3324 -2.2846
H -1.9676 -1.1525 0.2210
H -3.0063 0.0574 0.4580
H -3.9629 -1.6710 -1.0445
H -2.5735 -1.3404 -2.0874
H -4.7273 0.6613 -1.2625
H -4.5640 -0.0862 -2.8539
H -3.5000 2.1661 -2.6415
H -2.4046 1.0170 -3.0056
Cl -3.2260 7.9024 1.9152
C -2.2303 6.5722 1.3891
C -1.1849 6.1288 2.2293
C -0.3763 5.0951 1.8627
C -0.5704 4.4053 0.6255
O 0.1778 3.4336 0.2850
C -1.6233 4.8840 -0.2116
C -1.8126 4.3521 -1.5202
O -1.2415 3.3628 -2.0038
C -2.4339 5.9745 0.1862
H -1.0379 6.6214 3.1804
H 0.4171 4.7507 2.5115
H -2.5367 4.8908 -2.1568
H -3.2126 6.3292 -0.4767

Properties
HOMO   -7.15 eV
E   -73385.6583 eV
Charge   0



# 3
2 unconnected molecules or ions with the total composition C12H18N6O4. Source: the OMol25 dataset; level of theory: ωB97M-V/def2-TZVPD.

Element x y z (Å)
C 1.0139 -5.0427 -0.1336
C -0.0877 -4.8762 0.9322
C 1.8127 -3.7617 -0.4506
C 1.1957 -2.8650 -1.4830
C 1.7825 -2.2470 -2.5494
C -0.3605 -1.7473 -2.4731
C -1.9635 3.6316 -0.0592
C -0.8758 2.8178 -0.7529
C -1.3656 4.8792 0.6153
C -0.2582 4.5523 1.5707
C 1.0752 4.8326 1.4525
C 0.6824 3.7060 3.3006
H 0.1357 -6.5698 -1.1554
H -0.2102 -5.0985 -1.7726
H 1.7072 -5.7477 0.3330
H 1.9791 -3.2029 0.4801
H 2.7969 -4.0688 -0.8188
H 2.7955 -2.2540 -2.9205
H -1.3104 -1.3079 -2.7472
H 0.8747 -0.9628 -3.9924
H -0.8539 -3.4059 -0.0746
H -2.8535 1.9125 0.5275
H -2.2122 2.7742 1.7553
H -2.6255 3.9797 -0.8667
H -0.9931 5.5631 -0.1522
H -2.1819 5.3771 1.1484
H 1.6394 5.3519 0.6916
H 0.8765 3.1980 4.2354
H 2.6449 4.3236 2.8054
H 0.5116 2.9547 -1.9910
N 0.5348 -5.6603 -1.3686
N -0.1452 -2.5429 -1.4526
N 0.7791 -1.5330 -3.1670
N -2.7393 2.8575 0.8866
N -0.4890 3.8436 2.7326
N 1.6670 4.2898 2.5704
O -0.1284 -5.6046 1.8964
O -1.0317 -3.9529 0.7304
O -0.7062 1.6281 -0.6328
O -0.1186 3.5698 -1.5830

Properties
HOMO   -9.01 eV
E   -29868.2494 eV
Charge   0
SMILES string   N[C@@H](Cc1c[nH]cn1)C(=O)O.N[C@@H](Cc1c[nH]cn1)C(=O)O



Computed ΔE to the lowest compared entry with this formula, charge and spin (eV) in order:
0.000; 0.910; 0.167
Computed orbital gap (eV) in order:
10.536; 7.132; 9.171